(1)
195
Properties=species:S:1:pos:R:3 method="wB97M-V/def2-TZVPD" max_force_ev_per_a=4.068 homo_lumo_gap_ev=6.31 charge=+6
C 16.406 13.300 24.147
N 15.433 14.299 23.549
C 15.330 14.321 22.173
C 14.665 15.306 21.545
C 13.954 16.243 22.339
C 13.931 16.129 23.701
C 14.751 15.171 24.308
C 13.121 17.361 21.715
C 12.248 17.143 20.673
C 11.591 18.213 20.091
N 11.633 19.425 20.731
C 12.375 19.634 21.826
C 13.066 18.591 22.419
C 10.907 20.608 20.256
H 15.977 12.565 24.858
H 17.242 13.833 24.654
H 16.866 12.723 23.345
H 15.930 13.577 21.716
H 14.622 15.342 20.481
H 13.376 16.867 24.280
H 14.892 15.022 25.350
H 12.279 16.223 20.092
H 11.042 18.282 19.119
H 12.496 20.632 22.129
H 13.730 18.734 23.225
H 10.727 21.250 21.108
H 9.916 20.239 19.977
H 11.420 21.108 19.458
C 21.426 16.599 20.741
N 22.000 17.809 20.067
C 21.187 18.841 19.849
C 21.561 19.973 19.166
C 22.885 19.968 18.655
C 23.709 18.899 18.842
C 23.244 17.824 19.601
C 23.456 21.136 17.934
C 24.714 21.623 18.220
C 25.274 22.763 17.589
N 24.585 23.364 16.547
C 23.331 22.935 16.346
C 22.789 21.821 16.928
C 25.147 24.453 15.774
H 22.044 16.428 21.622
H 21.524 15.723 20.098
H 20.431 16.728 21.006
H 20.186 18.779 20.293
H 20.897 20.863 19.132
H 24.724 18.753 18.461
H 23.788 16.947 19.889
H 25.196 21.151 19.070
H 26.264 23.123 17.805
H 22.795 23.464 15.574
H 21.793 21.610 16.553
H 24.463 25.265 15.509
H 25.450 23.922 14.810
H 26.054 24.763 16.220
C 7.412 12.790 35.814
N 8.495 12.440 34.862
C 9.414 13.296 34.377
C 10.255 12.922 33.348
C 10.143 11.630 32.770
C 9.193 10.757 33.272
C 8.520 11.139 34.399
C 11.061 11.185 31.687
C 12.006 12.068 31.125
C 12.841 11.604 30.147
N 12.855 10.322 29.815
C 11.928 9.464 30.281
C 10.976 9.846 31.179
C 13.737 9.871 28.728
H 7.717 13.686 36.301
H 7.354 11.829 36.424
H 6.425 12.917 35.312
H 9.382 14.273 34.726
H 11.029 13.640 33.060
H 9.072 9.779 32.898
H 7.888 10.515 35.001
H 11.947 13.130 31.369
H 13.520 12.269 29.667
H 11.997 8.414 29.921
H 10.451 9.025 31.661
H 14.794 10.087 28.869
H 13.436 10.362 27.828
H 13.615 8.804 28.645
C 7.030 20.401 30.481
N 7.719 19.384 29.665
C 8.542 18.497 30.247
C 9.045 17.403 29.545
C 8.697 17.190 28.185
C 7.811 18.094 27.586
C 7.447 19.188 28.299
C 9.336 16.078 27.395
C 10.662 15.732 27.523
C 11.228 14.851 26.656
N 10.454 14.384 25.671
C 9.190 14.692 25.508
C 8.580 15.530 26.361
C 10.989 13.457 24.551
H 7.554 20.549 31.418
H 5.993 20.099 30.712
H 6.922 21.399 29.956
H 8.745 18.694 31.255
H 9.672 16.702 30.093
H 7.466 17.929 26.574
H 6.871 20.072 27.897
H 11.242 16.049 28.390
H 12.233 14.491 26.712
H 8.752 14.329 24.614
H 7.502 15.813 26.232
H 10.163 12.795 24.347
H 11.763 12.856 24.957
H 11.256 14.077 23.690
C 20.156 14.017 25.208
N 19.424 15.176 25.762
C 18.662 15.900 24.901
C 17.813 16.764 25.479
C 17.615 16.908 26.828
C 18.489 16.242 27.637
C 19.366 15.330 27.097
C 16.551 17.790 27.318
C 16.059 18.975 26.622
C 14.961 19.614 27.088
N 14.248 19.063 28.129
C 14.718 17.955 28.762
C 15.846 17.310 28.331
C 13.074 19.728 28.664
H 21.078 13.857 25.748
H 20.298 14.255 24.178
H 19.467 13.181 25.169
H 18.825 15.764 23.821
H 17.207 17.342 24.799
H 18.509 16.401 28.667
H 19.988 14.639 27.699
H 16.564 19.287 25.763
H 14.612 20.515 26.620
H 14.047 17.527 29.472
H 16.145 16.478 28.878
H 12.570 19.176 29.415
H 12.386 19.806 27.813
H 13.216 20.740 29.053
C 21.307 2.817 17.271
N 20.797 3.873 18.112
C 21.350 4.365 19.180
C 20.751 5.383 19.958
C 19.570 5.915 19.583
C 18.976 5.393 18.464
C 19.574 4.331 17.768
C 18.953 6.882 20.486
C 19.440 8.211 20.488
C 18.779 9.170 21.270
N 17.682 8.863 21.950
C 17.185 7.599 21.935
C 17.804 6.583 21.214
C 17.191 9.917 22.885
H 20.645 1.943 17.252
H 22.224 2.479 17.708
H 21.448 3.150 16.260
H 22.324 3.894 19.456
H 21.182 5.547 20.938
H 18.070 5.668 18.054
H 19.062 3.793 16.922
H 20.263 8.455 19.820
H 19.160 10.171 21.447
H 16.134 7.558 22.309
H 17.276 5.583 21.155
H 17.149 9.536 23.891
H 16.179 10.367 22.711
H 17.858 10.724 22.786
O 13.146 14.688 30.321
C 12.066 15.551 30.572
O 12.181 16.680 29.962
O 11.261 15.089 31.379
H 13.528 15.022 29.445
O 15.982 18.066 20.723
C 17.212 17.621 21.375
O 18.279 17.988 20.759
O 17.011 17.049 22.449
H 16.253 18.351 19.873
O 19.521 12.898 20.309
C 19.599 12.810 21.746
O 19.862 11.713 22.136
O 19.443 13.904 22.345
H 19.290 13.864 20.165
N 11.654 18.081 25.566
O 11.200 17.275 24.727
O 11.009 18.343 26.607
O 12.740 18.593 25.310
N 14.948 14.413 27.583
O 14.699 13.328 28.070
O 15.914 14.584 26.882
O 14.132 15.392 27.689
N 13.781 11.068 25.267
O 12.795 11.101 25.991
O 13.822 11.785 24.228
O 14.880 10.487 25.645



(2)
45
Properties=species:S:1:pos:R:3 method="wB97M-V/def2-TZVPD" max_force_ev_per_a=0.646 homo_lumo_gap_ev="6.68 / 6.35" relative_energy_ev=0.000 multiplicity=4 charge=-1
Tc 1.338 -1.112 2.042
S 1.475 2.378 3.132
C 1.279 2.064 1.526
S 2.030 0.620 0.771
C 0.606 2.882 0.593
C 0.338 2.414 -0.698
N 0.114 1.972 -1.748
C 0.085 4.157 0.937
N -0.340 5.203 1.171
O -2.092 -0.427 4.335
C -1.387 -0.203 3.375
O -0.202 -0.725 3.210
C -1.844 0.746 2.295
C -2.295 2.006 2.672
C -2.747 2.900 1.713
C -2.808 2.534 0.380
C -2.380 1.258 0.017
C -1.869 0.367 0.962
N -2.464 0.908 -1.341
O -2.026 -0.340 -1.693
O -2.868 1.648 -2.252
H -2.263 2.284 3.716
H -3.041 3.900 2.000
H -3.154 3.214 -0.383
H -1.547 -0.623 0.666
N 2.341 -2.196 0.647
C 2.807 -2.823 -0.214
C 3.181 -3.304 -1.462
C 4.019 -4.418 -1.686
N 4.705 -5.322 -1.883
C 2.587 -2.580 -2.499
N 1.981 -1.892 -3.212
F 3.294 -2.861 3.270
C 2.896 -1.536 3.304
F 2.516 -1.301 4.601
H 3.779 -0.923 3.094
C -0.375 0.121 -4.215
Te -0.123 -0.663 -2.292
C -0.962 -2.540 -2.782
H -1.451 0.188 -4.361
H 0.099 -0.561 -4.917
H 0.075 1.107 -4.229
H -0.350 -3.004 -3.549
H -1.977 -2.353 -3.125
H -0.977 -3.162 -1.889



(3)
72
Properties=species:S:1:pos:R:3 method="wB97M-V/def2-TZVPD" max_force_ev_per_a=4.130 homo_lumo_gap_ev="5.85 / 4.67" relative_energy_ev=0.000 multiplicity=3
Pt -3.742 0.751 -3.544
C -4.260 1.227 -5.464
C -3.334 2.265 -4.987
C -3.847 3.655 -4.669
C -4.919 3.597 -3.570
C -4.719 2.396 -2.696
C -5.595 1.257 -2.878
C -6.476 1.224 -4.103
C -5.768 1.469 -5.456
C -3.037 0.221 -1.672
H -3.829 0.566 -6.236
H -2.322 2.245 -5.417
H -4.294 4.127 -5.559
H -3.021 4.308 -4.360
H -4.934 4.519 -2.979
H -5.890 3.541 -4.065
H -4.321 2.579 -1.684
H -5.842 0.663 -1.979
H -7.318 1.908 -3.954
H -6.881 0.209 -4.147
H -6.174 0.772 -6.193
H -6.015 2.452 -5.851
H -3.189 -0.804 -1.382
H -3.616 0.856 -1.014
H -1.979 0.449 -1.550
P -0.943 2.893 0.002
P 0.101 1.499 -2.735
N -2.552 3.605 0.417
N -0.175 3.541 1.425
N -0.405 0.568 -4.424
N 1.746 1.260 -2.939
C -0.808 3.939 -1.529
C -0.060 3.357 -2.753
C -3.660 2.828 0.776
C -4.617 3.644 1.359
C -4.119 4.987 1.313
C -2.871 4.939 0.699
C 0.167 2.765 2.555
C 0.424 3.622 3.610
C 0.254 4.963 3.125
C -0.095 4.884 1.788
C -1.141 -0.614 -4.258
C -1.013 -1.411 -5.404
C -0.338 -0.616 -6.382
C 0.043 0.572 -5.746
C 2.660 1.279 -4.004
C 3.854 0.713 -3.569
C 3.664 0.291 -2.193
C 2.377 0.632 -1.823
H -0.374 4.903 -1.230
H -1.855 4.105 -1.844
H -0.611 3.618 -3.673
H 0.936 3.809 -2.859
H -3.644 1.767 0.621
H -5.546 3.303 1.786
H -4.598 5.869 1.713
H -2.188 5.740 0.463
H 0.235 1.688 2.478
H 0.699 3.335 4.610
H 0.361 5.881 3.687
H -0.259 5.648 1.041
H -1.565 -0.897 -3.288
H -1.304 -2.463 -5.454
H -0.128 -0.904 -7.413
H 0.616 1.398 -6.163
H 2.360 1.692 -4.966
H 4.774 0.602 -4.141
H 4.375 -0.204 -1.538
H 1.787 0.474 -0.922
S -0.995 -3.193 -2.079
C -0.143 -2.180 -1.149
N 0.497 -1.431 -0.470



(4)
87
Properties=species:S:1:pos:R:3 method="wB97M-V/def2-TZVPD" max_force_ev_per_a=1.896 homo_lumo_gap_ev=6.82 relative_energy_ev=0.775 charge=+2
Ta 0.155 -0.294 -0.745
Br -2.834 -6.994 -2.121
C -2.231 -5.341 -1.477
C -3.103 -4.509 -0.771
C -2.672 -3.294 -0.272
C -1.365 -2.886 -0.493
O -0.940 -1.698 0.022
C -0.495 -3.700 -1.216
C 0.902 -3.353 -1.297
N 1.372 -2.172 -1.115
C 2.762 -2.060 -0.789
C 3.798 -2.591 -1.495
C 5.110 -2.489 -0.975
C 5.331 -1.894 0.234
C 4.252 -1.353 0.980
C 4.393 -0.755 2.255
C 3.286 -0.281 2.892
C 2.034 -0.355 2.249
N 1.858 -0.892 1.064
C 2.961 -1.420 0.447
C -0.928 -4.950 -1.681
H -4.126 -4.825 -0.608
H -3.348 -2.644 0.267
H 1.612 -4.172 -1.414
H 3.624 -3.087 -2.443
H 5.935 -2.904 -1.538
H 6.334 -1.827 0.638
H 5.373 -0.688 2.711
H 3.348 0.170 3.872
H 1.158 0.050 2.735
H -0.237 -5.598 -2.207
N -1.858 -1.661 -3.850
N -2.759 -1.235 -2.879
C -2.489 -0.351 -1.895
O -3.262 -0.116 -1.015
O -1.200 0.233 -1.950
H -2.172 -1.341 -4.761
H -1.847 -2.675 -3.859
H -3.713 -1.565 -2.885
C -4.920 3.580 0.204
C -4.861 2.804 1.347
C -3.735 2.029 1.612
C -2.673 2.044 0.720
C -2.735 2.823 -0.437
C -3.854 3.589 -0.693
P -1.122 1.197 1.083
C -1.331 0.376 2.681
C -2.097 -0.790 2.729
C -2.348 -1.409 3.943
C -1.845 -0.865 5.118
C -1.089 0.298 5.078
C -0.832 0.920 3.864
C 0.014 2.567 1.284
C -0.309 3.657 2.053
C 0.605 4.713 2.211
C 1.821 4.646 1.592
C 2.168 3.544 0.775
C 3.436 3.480 0.146
C 3.764 2.403 -0.614
C 2.824 1.368 -0.826
C 1.545 1.388 -0.296
C 1.241 2.489 0.582
H -5.796 4.183 0.005
H -5.689 2.798 2.043
H -3.698 1.426 2.509
H -1.904 2.835 -1.135
H -3.902 4.198 -1.587
H -2.512 -1.196 1.818
H -2.942 -2.313 3.975
H -2.049 -1.343 6.066
H -0.703 0.728 5.993
H -0.241 1.827 3.844
H -1.277 3.713 2.538
H 0.343 5.567 2.821
H 2.540 5.448 1.710
H 4.138 4.291 0.294
H 4.741 2.331 -1.075
H 3.171 0.537 -1.421
C 1.075 -0.634 -4.644
S 1.500 0.305 -3.179
C 0.724 1.873 -3.580
H 0.005 -0.656 -4.798
H 1.454 -1.647 -4.521
H 1.581 -0.158 -5.483
H 1.169 2.250 -4.498
H 0.933 2.562 -2.764
H -0.349 1.744 -3.699